A molecular structure, C4H5KNO8S2 in a non-equilibrium geometry. Source: the OMol25 dataset; level of theory: ωB97M-V/def2-TZVPD.

Last column: Mulliken charge in e.
Cartesian coordinates (Å):
K: 0.797 -0.792 -0.081  0.965
S: -2.563 -1.281 -0.144  1.117
O: -3.554 -0.742 -1.117  -0.831
O: -1.694 -0.188 0.327  -0.718
O: -3.340 -1.905 0.926  -0.689
O: -1.727 -2.335 -0.755  -0.809
S: -0.375 -2.111 3.529  0.955
O: -1.119 -3.352 3.222  -0.736
O: -1.354 -1.088 3.942  -0.747
O: 0.547 -2.416 4.640  -0.818
O: 0.453 -1.621 2.399  -0.700
N: 0.307 2.044 -1.963  0.124
C: 1.190 1.392 -2.769  -0.524
C: 2.349 1.184 -2.060  -0.146
C: 2.169 1.751 -0.800  -0.654
C: 0.935 2.361 -0.783  -0.393
H: -0.566 2.456 -2.235  0.183
H: 0.876 1.155 -3.773  0.377
H: 3.250 0.696 -2.398  0.354
H: 2.947 1.788 -0.052  0.376
H: 0.472 3.001 -0.053  0.310

Calculated values
Max |F| = 2.6 eV Å⁻¹
Total energy = -60090.35087 eV
E_LUMO = 5.4 eV
Net charge = -3